# C14H16CsN4O4

A molecular structure, C14H16CsN4O4 (ωB97M-V/def2-TZVPD, the Open Molecules 2025 dataset).

Properties
LUMO level   2.25 eV
Calculated total energy   -1083.2783 Eh

The geometry in ORCA input format:
```
! wB97M-V def2-TZVPD RIJCOSX def2/J DEFGRID3
* xyz -1 1
Cs 1.4390 0.0648 1.4171
N 2.3612 -0.0620 4.3704
N 3.7474 -0.2936 4.2528
C 4.4641 -0.0167 3.0317
O 5.6878 0.0772 3.2119
O 3.7863 0.0543 1.9768
H 2.1689 0.8302 4.8177
H 1.9563 -0.7972 4.9373
H 4.3154 -0.0519 5.0524
C -2.6125 -2.6246 1.1080
C -1.8416 -1.3093 1.1492
O -0.6164 -1.3701 1.1944
C -2.5866 -0.0521 1.1315
C -3.9959 -0.0862 1.0719
C -4.7706 1.0449 1.0537
C -4.1171 2.2962 1.1005
C -2.7577 2.3871 1.1620
C -1.8993 1.2233 1.1787
O -0.6460 1.3400 1.2257
H -1.8851 -3.4326 1.1109
H -3.2340 -2.6976 0.2141
H -3.2723 -2.7264 1.9712
H -4.4923 -1.0485 1.0388
H -5.8493 0.9802 1.0052
H -4.7102 3.2056 1.0861
H -2.2580 3.3477 1.1941
N 1.6098 0.0311 -6.1020
C 1.6451 0.0086 -4.7133
C 0.4746 0.0552 -3.9604
C 0.5693 0.0679 -2.5798
N 1.7196 0.0375 -1.9096
C 2.8331 0.0031 -2.6386
C 2.8541 -0.0121 -4.0224
H 0.7497 -0.2798 -6.5220
H 2.4271 -0.3292 -6.5657
H -0.4951 0.0855 -4.4422
H -0.3295 0.1054 -1.9725
H 3.7632 -0.0180 -2.0809
H 3.7971 -0.0377 -4.5549
*
```